(1)
This record from the OMol25 dataset describes C16H43KO18S4V as an isolated structure. The level of theory is ωB97M-V/def2-TZVPD.

Properties
Net charge: +1
Lowest unoccupied orbital energy (eV): -4.93
Spin multiplicity: 1
HOMO-LUMO gap (eV): 7.8328
Energy relative to the best compared isomer or geometry (same formula, charge and spin) (kJ/mol): 0.0
Calculated total energy (eV): -139490.5835
Highest occupied orbital energy (eV): -12.8

Atoms and positions in Å:
K (-4.291, 0.147, -0.466)
O (-1.445, 4.662, 1.919)
V (-2.453, 3.852, 1.102)
O (-2.920, 2.658, 2.064)
C (-0.844, 0.940, -1.349)
C (-1.404, 2.098, -0.601)
O (-2.615, 2.474, -0.716)
O (-0.674, 2.736, 0.194)
H (-0.199, 0.360, -0.693)
H (-0.238, 1.301, -2.183)
H (-1.600, 0.289, -1.791)
C (1.615, 2.283, -4.386)
O (0.645, 3.086, -3.744)
H (1.860, 1.455, -3.713)
H (1.273, 1.877, -5.340)
H (2.577, 2.796, -4.496)
H (0.333, 3.763, -4.350)
C (-6.779, 2.196, -1.332)
O (-5.586, 1.983, -2.072)
H (-6.573, 2.467, -0.285)
H (-7.371, 2.992, -1.784)
H (-7.406, 1.309, -1.249)
H (-5.112, 2.815, -2.159)
O (-3.695, -1.547, -2.422)
S (-3.127, -2.353, -3.464)
O (-3.770, -2.420, -4.711)
O (-1.682, -1.804, -3.659)
C (-1.140, -1.853, -5.016)
C (0.336, -1.504, -4.899)
C (-2.846, -3.983, -2.850)
H (-1.656, -1.113, -5.621)
H (-1.269, -2.846, -5.441)
H (0.900, -2.392, -4.600)
H (0.507, -0.719, -4.167)
H (0.747, -1.262, -5.878)
H (-1.820, -4.290, -3.038)
H (-3.513, -4.636, -3.408)
H (-3.038, -4.005, -1.782)
O (-1.676, -7.681, 1.897)
S (-0.715, -6.681, 2.169)
O (0.633, -6.801, 1.745)
O (-1.327, -5.363, 1.480)
C (-0.596, -4.154, 1.589)
C (-1.084, -3.217, 0.512)
C (-0.757, -6.269, 3.878)
H (0.481, -4.293, 1.468)
H (-0.727, -3.648, 2.553)
H (-2.065, -2.794, 0.738)
H (-1.169, -3.775, -0.426)
H (-0.384, -2.415, 0.276)
H (-0.291, -7.058, 4.460)
H (-1.813, -6.214, 4.149)
H (-0.336, -5.285, 4.056)
O (6.980, 1.050, 0.001)
S (5.977, 0.058, -0.100)
O (5.919, -1.023, 0.821)
O (4.582, 0.834, -0.079)
C (3.522, 0.273, 0.726)
C (2.332, 1.185, 0.604)
C (5.957, -0.555, -1.755)
H (3.851, 0.214, 1.763)
H (3.289, -0.745, 0.407)
H (1.412, 0.715, 0.954)
H (2.162, 1.479, -0.436)
H (2.411, 2.126, 1.148)
H (5.996, 0.312, -2.408)
H (5.025, -1.099, -1.897)
H (6.804, -1.219, -1.896)
O (2.021, 6.464, 3.800)
S (1.443, 5.512, 4.659)
O (0.145, 5.729, 5.202)
O (1.433, 4.146, 3.864)
C (0.441, 3.168, 4.270)
C (0.881, 1.830, 3.696)
C (2.539, 5.111, 5.965)
H (-0.519, 3.518, 3.903)
H (0.364, 3.113, 5.358)
H (1.962, 1.872, 3.592)
H (0.426, 1.730, 2.708)
H (0.492, 0.979, 4.251)
H (3.372, 4.530, 5.578)
H (1.975, 4.521, 6.686)
H (2.907, 6.008, 6.456)


(2)
This record from the OMol25 dataset describes C22H23Cl2CoN13O3 as an isolated structure. The level of theory is ωB97M-V/def2-TZVPD.

Properties
Net charge: +3
Lowest unoccupied orbital energy (alpha / beta) (eV): -8.43 / -11.48
Spin multiplicity: 5
HOMO-LUMO gap (alpha / beta) (eV): 8.2458 / 5.7023
⟨S²⟩: 6.04
Calculated total energy (eV): -111344.5172
Highest occupied orbital energy (alpha / beta) (eV): -16.7 / -17.2

Atoms and positions in Å:
Co (2.638, 0.270, -0.237)
C (-0.335, -0.113, 4.456)
N (0.683, -0.266, 3.445)
C (0.889, 0.411, 2.319)
N (1.876, -0.169, 1.638)
C (2.257, -1.204, 2.432)
N (1.539, -1.280, 3.513)
C (-1.575, -0.901, 4.085)
C (-2.129, -1.841, 4.967)
C (-3.281, -2.547, 4.627)
C (-3.877, -2.364, 3.396)
C (-3.310, -1.446, 2.493)
C (-2.168, -0.709, 2.855)
C (-3.864, -1.259, 1.192)
N (-4.895, -1.876, 0.639)
N (-5.035, -1.443, -0.565)
C (-4.093, -0.543, -0.799)
O (-3.317, -0.403, 0.299)
C (-3.834, 0.167, -2.009)
C (-4.656, -0.019, -3.137)
C (-4.385, 0.697, -4.286)
C (-3.307, 1.573, -4.331)
C (-2.464, 1.747, -3.219)
C (-1.302, 2.708, -3.317)
N (-0.238, 2.433, -2.382)
C (0.463, 1.316, -2.193)
N (1.342, 1.509, -1.208)
C (1.127, 2.805, -0.833)
N (0.182, 3.362, -1.529)
C (-2.740, 1.049, -2.062)
H (-0.575, 0.949, 4.560)
H (0.084, -0.477, 5.397)
H (0.370, 1.300, 2.024)
H (3.068, -1.873, 2.216)
H (-1.661, -2.018, 5.924)
H (-3.699, -3.249, 5.331)
H (-4.764, -2.907, 3.111)
H (-1.768, 0.004, 2.150)
H (-5.486, -0.706, -3.082)
H (-5.009, 0.577, -5.158)
H (-3.118, 2.131, -5.236)
H (-1.640, 3.730, -3.109)
H (-0.907, 2.700, -4.337)
H (0.328, 0.409, -2.745)
H (1.671, 3.305, -0.055)
H (-2.138, 1.172, -1.173)
N (3.905, -0.308, -2.585)
N (5.280, -0.165, -2.319)
C (5.664, 0.424, -1.179)
N (6.925, 0.680, -0.912)
N (4.640, 0.720, -0.344)
N (4.712, 1.663, 0.604)
O (3.598, 1.918, 1.061)
O (5.737, 2.177, 0.925)
H (3.712, -1.256, -2.911)
H (3.625, 0.336, -3.326)
H (5.964, -0.436, -3.022)
H (7.663, 0.482, -1.574)
H (7.172, 1.186, -0.062)
Cl (2.245, -2.127, -0.799)
C (0.885, -2.982, -0.050)
Cl (-0.424, -1.849, 0.274)
H (1.217, -3.427, 0.891)
H (0.534, -3.750, -0.742)


(3)
This record from the OMol25 dataset describes an isolated molecule of C21H24N6O2S2. The level of theory is ωB97M-V/def2-TZVPD.

Properties
Lowest unoccupied orbital energy (eV): 0.43
Spin multiplicity: 1
HOMO-LUMO gap (eV): 9.1533
Energy relative to the best compared isomer or geometry (same formula, charge and spin) (kJ/mol): 80.0
Calculated total energy (eV): -56872.8908
Highest occupied orbital energy (eV): -8.7

Atoms and positions in Å:
C (-1.097, -4.994, 0.802)
C (-1.157, -3.819, -0.170)
N (-0.814, -2.581, 0.481)
C (-1.664, -1.658, 1.023)
C (-3.127, -1.699, 0.877)
S (-3.523, -1.198, -0.879)
C (-2.056, -0.314, -1.246)
N (-1.020, -0.796, -1.870)
N (-0.082, 0.158, -1.895)
C (-0.540, 1.214, -1.274)
C (0.182, 2.493, -1.105)
N (-1.815, 0.975, -0.842)
C (-2.676, 1.802, -0.097)
C (-3.956, 2.061, -0.573)
C (-4.806, 2.860, 0.170)
C (-4.382, 3.399, 1.373)
C (-3.106, 3.133, 1.842)
C (-2.246, 2.332, 1.113)
N (-1.052, -0.601, 1.490)
C (0.273, -0.793, 1.221)
C (1.342, 0.085, 1.334)
C (2.540, -0.325, 0.800)
S (3.858, 0.875, 0.708)
O (3.262, 2.186, 0.782)
O (4.896, 0.564, 1.647)
N (4.459, 0.568, -0.840)
C (3.537, 1.005, -1.865)
C (5.816, 1.033, -1.025)
C (2.731, -1.584, 0.235)
C (1.682, -2.473, 0.125)
C (0.443, -2.049, 0.585)
H (-1.800, -4.852, 1.620)
H (-0.098, -5.088, 1.222)
H (-1.347, -5.915, 0.284)
H (-0.453, -3.965, -0.992)
H (-2.157, -3.724, -0.600)
H (-3.567, -2.684, 1.011)
H (-3.590, -0.971, 1.541)
H (-0.500, 3.274, -0.776)
H (0.988, 2.389, -0.378)
H (0.631, 2.776, -2.055)
H (-4.276, 1.636, -1.513)
H (-5.802, 3.061, -0.196)
H (-5.049, 4.023, 1.948)
H (-2.778, 3.546, 2.784)
H (-1.263, 2.087, 1.481)
H (1.245, 1.067, 1.766)
H (3.436, 2.097, -1.872)
H (3.904, 0.671, -2.834)
H (2.562, 0.558, -1.682)
H (6.250, 0.533, -1.892)
H (6.375, 0.768, -0.131)
H (5.864, 2.118, -1.171)
H (3.709, -1.826, -0.146)
H (1.814, -3.436, -0.344)


(4)
This record from the OMol25 dataset describes C6H6LiO6Rb as an isolated structure. The level of theory is ωB97M-V/def2-TZVPD.

Properties
Lowest unoccupied orbital energy (alpha / beta) (eV): -1.49 / -1.49
Spin multiplicity: 1
HOMO-LUMO gap (alpha / beta) (eV): 4.0031 / 4.0023
Energy relative to the best compared isomer or geometry (same formula, charge and spin) (kJ/mol): 240.0
Calculated total energy (eV): -19457.9719
Highest occupied orbital energy (alpha / beta) (eV): -5.5 / -5.5

Atoms and positions in Å:
O (2.376, 1.561, 1.498)
C (1.300, 1.003, 1.214)
O (0.957, -0.106, 1.730)
O (0.494, 1.634, 0.350)
C (-0.592, 0.943, -0.236)
C (-1.816, 1.754, -0.492)
H (0.005, -0.790, -0.805)
H (-2.355, 1.578, -1.425)
H (-1.773, 2.787, -0.143)
O (-0.175, 0.064, -1.213)
C (-1.843, 0.662, 0.589)
O (-1.872, 1.033, 1.887)
Li (2.776, -0.034, 2.570)
Rb (-0.706, -0.590, 3.832)
C (-4.816, -0.557, 0.283)
O (-3.920, -1.223, -0.633)
H (-5.584, -1.218, 0.691)
H (-5.132, 0.439, -0.034)
C (-3.391, -0.783, 0.523)
H (-1.905, -0.793, 0.305)


(5)
This record from the OMol25 dataset describes C56H48BrN7O5TeV as an isolated structure. The level of theory is ωB97M-V/def2-TZVPD.

Properties
Net charge: +2
Lowest unoccupied orbital energy (alpha / beta) (eV): -7.06 / -6.40
Spin multiplicity: 2
HOMO-LUMO gap (alpha / beta) (eV): 4.5844 / 5.2413
⟨S²⟩: 0.77
Calculated total energy (eV): -182527.6977
Highest occupied orbital energy (alpha / beta) (eV): -11.6 / -11.6

Atoms and positions in Å:
V (0.042, 0.901, -0.270)
O (2.569, -1.846, -5.925)
C (2.281, -2.577, -5.009)
O (2.475, -3.701, -4.610)
C (1.332, -1.769, -3.935)
C (0.380, -2.438, -3.203)
C (-0.325, -1.741, -2.211)
N (-0.106, -0.442, -1.992)
C (0.707, 0.237, -2.822)
C (1.474, -0.405, -3.792)
C (0.603, 1.700, -2.760)
C (1.241, 2.540, -3.673)
C (0.928, 3.887, -3.674)
C (-0.014, 4.355, -2.769)
C (-0.550, 3.467, -1.852)
N (-0.249, 2.175, -1.838)
C (-1.427, -2.432, -1.522)
C (-1.495, -3.828, -1.464)
C (-2.614, -4.416, -0.903)
C (-3.641, -3.601, -0.454)
C (-3.480, -2.228, -0.556)
N (-2.396, -1.649, -1.043)
H (0.179, -3.475, -3.420)
H (2.148, 0.122, -4.445)
H (1.965, 2.156, -4.373)
H (1.406, 4.555, -4.372)
H (-0.299, 5.395, -2.755)
H (-1.252, 3.816, -1.104)
H (-0.694, -4.446, -1.834)
H (-2.688, -5.489, -0.822)
H (-4.548, -4.016, -0.046)
H (-4.264, -1.555, -0.235)
C (6.849, -0.961, -0.802)
C (5.439, -0.619, -0.456)
C (4.999, 0.701, -0.502)
C (3.679, 1.045, -0.244)
C (3.232, 2.462, -0.295)
O (2.100, 2.743, -0.673)
C (4.212, 3.495, 0.061)
C (5.219, 3.300, 1.011)
C (6.122, 4.314, 1.270)
C (6.039, 5.521, 0.591)
C (5.032, 5.726, -0.340)
C (4.112, 4.729, -0.590)
C (2.730, 0.032, 0.038)
O (1.461, 0.326, 0.087)
C (3.194, -1.301, 0.200)
C (4.526, -1.602, -0.080)
C (2.240, -2.353, 0.571)
N (1.143, -2.034, 1.156)
C (0.096, -3.010, 1.350)
C (-0.190, -3.109, 2.831)
Te (0.499, -1.141, 3.466)
C (2.468, -1.934, 3.886)
C (2.334, -2.858, 4.917)
C (3.451, -3.437, 5.489)
C (4.713, -3.079, 5.040)
C (4.850, -2.125, 4.045)
C (3.729, -1.547, 3.465)
C (2.645, -3.752, 0.283)
C (2.472, -4.356, -0.957)
C (2.893, -5.660, -1.158)
C (3.513, -6.361, -0.137)
C (3.698, -5.758, 1.097)
C (3.262, -4.463, 1.312)
H (7.450, -0.062, -0.907)
H (6.893, -1.510, -1.744)
H (7.293, -1.594, -0.038)
H (5.691, 1.484, -0.778)
H (5.269, 2.376, 1.565)
H (6.891, 4.168, 2.010)
H (6.751, 6.306, 0.791)
H (4.960, 6.666, -0.862)
H (3.322, 4.866, -1.312)
H (4.862, -2.627, -0.005)
H (0.320, -3.972, 0.881)
H (-0.781, -2.578, 0.856)
H (0.408, -3.887, 3.299)
H (-1.243, -3.306, 3.017)
H (1.340, -3.101, 5.283)
H (3.332, -4.150, 6.291)
H (5.587, -3.530, 5.484)
H (5.836, -1.816, 3.729)
H (3.856, -0.786, 2.707)
H (2.013, -3.812, -1.768)
H (2.744, -6.117, -2.124)
H (3.845, -7.375, -0.299)
H (4.180, -6.289, 1.904)
H (3.414, -3.994, 2.274)
O (-4.534, -0.317, 3.440)
C (-3.514, -0.117, 2.614)
C (-3.601, 0.503, 1.358)
C (-2.467, 0.614, 0.583)
N (-1.264, 0.179, 0.980)
C (-1.150, -0.366, 2.187)
Br (1.740, 1.104, 2.979)
C (-2.247, -0.538, 3.012)
H (-5.383, -0.012, 3.094)
H (-4.542, 0.893, 1.002)
H (-2.530, 1.066, -0.408)
H (-2.125, -0.991, 3.992)
N (-0.314, 2.517, 0.859)
C (-0.304, 3.398, 1.616)
N (-0.362, 4.399, 2.409)
C (-1.563, 5.231, 2.484)
C (-1.838, 5.616, 3.940)
C (-1.505, 4.435, 4.848)
C (0.004, 4.149, 4.816)
C (0.617, 4.572, 3.475)
H (-2.406, 4.662, 2.080)
H (-1.424, 6.128, 1.869)
H (-2.888, 5.894, 4.038)
H (-1.242, 6.480, 4.232)
H (-2.057, 3.558, 4.500)
H (-1.829, 4.643, 5.868)
H (0.187, 3.087, 4.978)
H (0.509, 4.697, 5.609)
H (1.499, 3.970, 3.251)
H (0.900, 5.626, 3.494)


(6)
This record from the OMol25 dataset describes a 2-piece molecular cluster, H4O2 overall. The level of theory is ωB97M-V/def2-TZVPD.

Properties
Lowest unoccupied orbital energy (eV): 0.51
Spin multiplicity: 1
HOMO-LUMO gap (eV): 11.5909
Energy relative to the best compared isomer or geometry (same formula, charge and spin) (kJ/mol): 36.6
Calculated total energy (eV): -4159.5599
Highest occupied orbital energy (eV): -11.1

Atoms and positions in Å:
O (-0.692, 1.116, 0.217)
H (-1.541, 0.890, 0.806)
H (-1.107, 0.773, -0.568)
O (1.324, -1.126, 0.156)
H (0.854, -0.273, 0.169)
H (1.162, -1.381, -0.779)